--- a ---
This record from the OMol25 dataset describes a cluster of 4 separate species, C4H16O4 in total. The level of theory is ωB97M-V with the def2-TZVPD basis set.

The geometry in XYZ format:
```
24
C4H16O4 | the OMol25 dataset | ωB97M-V with the def2-TZVPD basis set
H 11.55867 24.40289 8.48554
O 14.13207 26.08742 8.93482
H 13.24911 25.07595 5.22999
H 11.95319 19.61872 7.13323
H 13.85867 25.45695 8.25074
C 12.70770 20.31662 6.76442
H 14.17368 28.10999 9.25420
C 13.06911 24.11940 5.73697
O 10.93045 24.14326 10.43670
H 13.51179 19.74245 6.29826
O 13.95519 24.02205 6.83546
H 13.54364 20.60984 8.53778
H 12.01778 24.17922 6.04523
H 12.76790 27.51993 8.33305
H 11.64694 22.75536 9.11601
O 13.20574 21.15127 7.81822
H 13.22021 23.34415 4.98403
C 11.80381 23.81166 9.36174
H 14.35921 27.68843 7.57924
H 12.25988 21.00731 6.05424
H 11.20158 23.68020 11.22922
C 13.84355 27.39361 8.50354
H 12.85544 23.92706 9.62429
H 14.17476 23.09206 6.97369
```

Lowest unoccupied orbital energy, eV: 0.47
Gap between HOMO and LUMO, eV: 10.06

Mulliken charges, unit e, in atom order: atom 1 (H): 0.07, atom 2 (O): -0.46, atom 3 (H): 0.27, atom 4 (H): 0.29, atom 5 (H): 0.27, atom 6 (C): -0.55, atom 7 (H): 0.25, atom 8 (C): -0.66, atom 9 (O): -0.57, atom 10 (H): 0.27, atom 11 (O): -0.49, atom 12 (H): 0.25, atom 13 (H): 0.23, atom 14 (H): 0.25, atom 15 (H): 0.22, atom 16 (O): -0.43, atom 17 (H): 0.35, atom 18 (C): -0.20, atom 19 (H): 0.25, atom 20 (H): 0.20, atom 21 (H): 0.29, atom 22 (C): -0.58, atom 23 (H): 0.21, atom 24 (H): 0.26

--- b ---
This record from the OMol25 dataset describes a cluster of 4 separate species, C4H16O4 in total. The level of theory is ωB97M-V with the def2-TZVPD basis set.

The geometry in XYZ format:
```
24
C4H16O4 | the OMol25 dataset | ωB97M-V with the def2-TZVPD basis set
H 2.21464 1.16727 4.47257
H -3.33685 -3.38023 -2.56259
H -0.46885 1.48306 0.07334
H 1.09785 2.29175 -1.44736
H -3.95744 -2.51273 -1.14456
C 0.08345 2.67741 -1.34723
H 1.25046 -0.66923 0.60760
O -0.61067 -0.37959 -0.25269
H -0.61643 2.23768 -2.06469
H -1.17372 -0.88512 -0.86714
O 3.67481 1.30536 3.06223
H 0.67924 -1.98179 -0.36688
H 3.72713 1.18448 2.11018
H -2.38032 -3.40780 -1.11187
H -3.00437 -0.92229 -2.31650
H 2.53338 -0.36094 3.58594
H 1.60522 0.92870 2.84984
O -2.35780 -1.59747 -2.09496
H 0.07388 3.75042 -1.53140
H 1.28239 -0.43985 -1.12430
C 2.45822 0.72862 3.50806
O -0.42684 2.45447 -0.03347
C 0.70636 -0.89136 -0.31395
C -3.05376 -2.78083 -1.69018
```

Lowest unoccupied orbital energy, eV: 0.50
Gap between HOMO and LUMO, eV: 10.24

Mulliken charges, unit e, in atom order: atom 1 (H): 0.24, atom 2 (H): 0.25, atom 3 (H): 0.40, atom 4 (H): 0.21, atom 5 (H): 0.27, atom 6 (C): -0.53, atom 7 (H): 0.09, atom 8 (O): -0.56, atom 9 (H): 0.20, atom 10 (H): 0.38, atom 11 (O): -0.50, atom 12 (H): 0.33, atom 13 (H): 0.30, atom 14 (H): 0.24, atom 15 (H): 0.29, atom 16 (H): 0.24, atom 17 (H): 0.13, atom 18 (O): -0.56, atom 19 (H): 0.27, atom 20 (H): 0.26, atom 21 (C): -0.40, atom 22 (O): -0.52, atom 23 (C): -0.48, atom 24 (C): -0.54

Name the most stable of them. b.

--- a ---
This record from the OMol25 dataset describes a cluster of 4 separate species, C4H16O4 in total. The level of theory is ωB97M-V with the def2-TZVPD basis set.

The geometry in XYZ format:
```
24
C4H16O4 | the OMol25 dataset | ωB97M-V with the def2-TZVPD basis set
H 1.42468 0.90578 1.37744
H -2.12034 -0.94507 -2.06957
H -1.35942 -2.64484 -0.90070
H 1.53059 -0.84438 1.05944
O 3.84416 -1.09935 -0.37231
H 4.79926 -1.01905 -0.31052
H -0.81948 -0.84901 1.24496
H -2.24230 2.73461 0.44150
H -1.82761 1.17912 2.17709
O -0.34835 -0.09935 1.62713
H 2.42766 -1.30459 -1.81946
H -3.05168 -0.43846 -0.67246
H -2.03077 3.94912 1.71780
C 3.46266 -0.96752 -1.72261
C -1.74740 2.94904 1.39642
H -3.62499 -1.82363 -1.61105
C 0.90321 0.04348 0.97090
H 4.06565 -1.57483 -2.40286
H -0.66380 2.92771 1.23382
H 3.47134 0.07585 -2.06461
C -2.73431 -1.31144 -1.24447
O -1.98758 -2.14962 -0.36963
H 0.77443 0.24903 -0.10266
O -2.14561 2.05736 2.41642
```

Lowest unoccupied orbital energy, eV: 0.46
Gap between HOMO and LUMO, eV: 10.11

Mulliken charges, unit e, in atom order: atom 1 (H): 0.32, atom 2 (H): 0.27, atom 3 (H): 0.30, atom 4 (H): 0.32, atom 5 (O): -0.48, atom 6 (H): 0.29, atom 7 (H): 0.27, atom 8 (H): 0.20, atom 9 (H): 0.39, atom 10 (O): -0.49, atom 11 (H): 0.16, atom 12 (H): 0.20, atom 13 (H): 0.26, atom 14 (C): -0.53, atom 15 (C): -0.51, atom 16 (H): 0.26, atom 17 (C): -0.67, atom 18 (H): 0.32, atom 19 (H): 0.20, atom 20 (H): 0.27, atom 21 (C): -0.52, atom 22 (O): -0.51, atom 23 (H): 0.21, atom 24 (O): -0.51

--- b ---
This record from the OMol25 dataset describes a cluster of 5 separate species, C4H16O4 in total. The level of theory is ωB97M-V with the def2-TZVPD basis set.

The geometry in XYZ format:
```
24
C4H16O4 | the OMol25 dataset | ωB97M-V with the def2-TZVPD basis set
H 0.49103 -1.42351 1.79232
C -0.95888 -2.32161 4.77975
C -0.36146 -1.56406 3.86651
O -0.66900 -2.61781 -4.74475
H -1.15488 -2.25436 1.97764
H -4.78252 3.03231 -3.48543
H -0.73141 -3.15505 -5.53404
H 1.77828 3.20455 -0.27010
H 3.24597 0.57640 -2.75202
H 1.20231 -0.16939 4.57027
H -3.94003 4.26288 -3.65620
H -1.18561 -3.36624 4.62771
H 2.32608 4.07448 0.88764
H -1.39508 -2.80679 -4.14418
H 4.36683 0.98517 -3.62276
H 0.18053 -3.02175 2.30440
O -4.25433 3.49921 -4.13803
C 0.14572 -0.20314 4.17554
H -1.10197 -2.02021 5.81331
O 2.56379 3.35876 0.28536
O 3.54825 0.48633 -3.66795
C -0.18389 -1.98765 2.43347
H 0.20587 0.55431 3.40344
H -0.46624 0.32814 4.94915
```

Lowest unoccupied orbital energy, eV: 0.45
Gap between HOMO and LUMO, eV: 9.61

Mulliken charges, unit e, in atom order: atom 1 (H): 0.33, atom 2 (C): -0.97, atom 3 (C): 0.99, atom 4 (O): -0.64, atom 5 (H): 0.30, atom 6 (H): 0.32, atom 7 (H): 0.32, atom 8 (H): 0.32, atom 9 (H): 0.32, atom 10 (H): 0.25, atom 11 (H): 0.32, atom 12 (H): 0.28, atom 13 (H): 0.32, atom 14 (H): 0.32, atom 15 (H): 0.32, atom 16 (H): 0.34, atom 17 (O): -0.63, atom 18 (C): -1.25, atom 19 (H): 0.29, atom 20 (O): -0.64, atom 21 (O): -0.63, atom 22 (C): -1.23, atom 23 (H): 0.35, atom 24 (H): 0.32

Name the most stable of them. b.

--- a ---
This record from the OMol25 dataset describes a structure of composition C4H16O4. The level of theory is ωB97M-V with the def2-TZVPD basis set.

The geometry in XYZ format:
```
24
C4H16O4 | the OMol25 dataset | ωB97M-V with the def2-TZVPD basis set
H 1.49520 2.90845 2.34839
H 3.90261 2.80474 1.89220
H -1.77877 -1.63547 -0.49288
H 0.23922 -1.07496 1.24015
H -1.32978 -1.54670 1.14971
H -1.92708 -3.62951 1.55474
H -2.25576 0.33187 -1.42700
C -1.47220 -2.26508 0.34241
O 0.82379 -0.95123 -0.61942
H -0.44386 -2.61603 0.25610
C -1.41572 0.39596 -2.11862
O -2.31450 -3.33882 0.72588
H -0.42580 -1.27568 -2.49265
H 1.42201 3.45792 0.72243
C 0.37881 -0.27077 0.51772
H -0.63678 0.01522 0.24406
O -0.32719 -0.52644 -1.90059
C 1.97600 2.78592 1.37788
H -1.09536 1.43310 -2.21771
H 0.58937 -0.61043 -1.48573
H -1.78510 0.16443 -3.11764
H 1.95014 1.70333 1.25361
H 1.09474 0.43201 0.94392
O 3.33602 3.30816 1.30302
```

Lowest unoccupied orbital energy, eV: 0.41
Gap between HOMO and LUMO, eV: 8.42

Mulliken charges, unit e, in atom order: atom 1 (H): 0.31, atom 2 (H): 0.29, atom 3 (H): 0.10, atom 4 (H): 0.24, atom 5 (H): 0.38, atom 6 (H): 0.32, atom 7 (H): 0.31, atom 8 (C): -0.59, atom 9 (O): -0.76, atom 10 (H): 0.40, atom 11 (C): -0.67, atom 12 (O): -0.55, atom 13 (H): 0.34, atom 14 (H): 0.25, atom 15 (C): -0.07, atom 16 (H): 0.37, atom 17 (O): -0.35, atom 18 (C): -0.56, atom 19 (H): 0.27, atom 20 (H): 0.47, atom 21 (H): 0.28, atom 22 (H): 0.21, atom 23 (H): -0.44, atom 24 (O): -0.53

--- b ---
This record from the OMol25 dataset describes a cluster of 4 separate species, C4H16O4 in total. The level of theory is ωB97M-V with the def2-TZVPD basis set.

The geometry in XYZ format:
```
24
C4H16O4 | the OMol25 dataset | ωB97M-V with the def2-TZVPD basis set
C -0.10134 -2.54253 -1.51959
C 2.02243 0.99870 0.55413
O -3.90086 1.95121 0.33613
H -1.52549 0.48116 1.97282
H 0.13383 -4.37340 -0.78897
H 0.20501 1.67324 0.39252
H -0.66886 -1.95961 0.47250
O 1.07418 1.92635 0.05090
H -0.28937 -2.24581 -2.54709
O -1.34378 1.15626 1.31479
H 1.91457 0.02656 0.04977
H -1.98779 -1.89716 -0.71378
H -2.20274 1.35925 0.91417
H 3.50322 2.54556 0.74484
H -0.76441 -0.63599 -0.70601
O -0.44356 -3.92905 -1.41476
H 4.16711 0.88948 0.73334
H 0.95313 -2.41702 -1.25627
H -4.82568 1.78195 0.53413
H -3.82940 2.90597 0.24244
C 3.40119 1.54652 0.32013
H 1.83741 0.81773 1.62126
C -0.92392 -1.70355 -0.55630
H 3.59515 1.64417 -0.75110
```

Lowest unoccupied orbital energy, eV: 0.32
Gap between HOMO and LUMO, eV: 9.86

Mulliken charges, unit e, in atom order: atom 1 (C): -0.34, atom 2 (C): 0.21, atom 3 (O): -0.67, atom 4 (H): 0.29, atom 5 (H): 0.30, atom 6 (H): 0.36, atom 7 (H): 0.23, atom 8 (O): -0.50, atom 9 (H): 0.29, atom 10 (O): -0.67, atom 11 (H): 0.01, atom 12 (H): 0.38, atom 13 (H): 0.36, atom 14 (H): 0.30, atom 15 (H): 0.27, atom 16 (O): -0.54, atom 17 (H): 0.36, atom 18 (H): 0.24, atom 19 (H): 0.31, atom 20 (H): 0.31, atom 21 (C): -1.25, atom 22 (H): 0.25, atom 23 (C): -0.81, atom 24 (H): 0.30

Name the most stable of them. b.

--- a ---
This record from the OMol25 dataset describes an isolated molecule of C3H6N2S3. The level of theory is ωB97M-V with the def2-TZVPD basis set.

The geometry in XYZ format:
```
14
C3H6N2S3 | the OMol25 dataset | ωB97M-V with the def2-TZVPD basis set
H 3.80845 -1.28832 0.33889
C 0.25714 -0.05666 -0.01708
S -3.66148 -0.96911 0.28078
H -1.11274 -1.63649 -0.10378
C 3.02891 -0.52736 0.29567
S 1.50579 -1.30204 -0.26769
N -1.01611 -0.62604 -0.17091
H -3.28610 1.65806 -0.41882
N -2.38571 1.23006 -0.44988
H 2.79587 -0.06443 1.27426
H 3.29470 0.25344 -0.41919
H -1.58626 1.86379 -0.46714
C -2.26667 -0.05808 -0.07089
S 0.62421 1.52319 0.19576
```

Lowest unoccupied orbital energy, eV: -0.53
Gap between HOMO and LUMO, eV: 8.12

Mulliken charges, unit e, in atom order: atom 1 (H): 0.33, atom 2 (C): 0.39, atom 3 (S): -0.39, atom 4 (H): 0.26, atom 5 (C): -0.84, atom 6 (S): -0.04, atom 7 (N): -0.23, atom 8 (H): 0.23, atom 9 (N): -0.28, atom 10 (H): 0.29, atom 11 (H): 0.31, atom 12 (H): 0.13, atom 13 (C): 0.24, atom 14 (S): -0.39

--- b ---
This record from the OMol25 dataset describes an isolated molecule of C3H6N2S3. The level of theory is ωB97M-V with the def2-TZVPD basis set.

The geometry in XYZ format:
```
14
C3H6N2S3 | the OMol25 dataset | ωB97M-V with the def2-TZVPD basis set
S -0.77971 1.08338 1.30468
N 1.50312 -0.93328 -1.13200
N 0.78782 -0.03630 -0.28410
H -2.70246 1.24423 2.61948
H -3.14038 1.71924 0.89619
S 3.75966 -0.23331 -0.23886
H 0.87040 -1.14142 -1.83478
H 3.16572 -1.73541 -2.11568
C 2.76717 -0.93006 -1.39664
S -1.77957 -0.38653 -1.06143
H -2.91381 -0.12614 1.33269
H 1.56861 0.36559 0.32072
C -0.51862 0.15598 -0.03574
C -2.58794 0.95402 1.62547
```

Lowest unoccupied orbital energy, eV: -0.31
Gap between HOMO and LUMO, eV: 8.45

Mulliken charges, unit e, in atom order: atom 1 (S): -0.08, atom 2 (N): -0.22, atom 3 (N): -0.10, atom 4 (H): 0.37, atom 5 (H): 0.28, atom 6 (S): -0.42, atom 7 (H): 0.20, atom 8 (H): 0.28, atom 9 (C): 0.00, atom 10 (S): -0.39, atom 11 (H): 0.28, atom 12 (H): 0.23, atom 13 (C): 0.42, atom 14 (C): -0.85

Name the most stable of them. a.